(1)
Below is a cluster of 7 separate species, C37H93F3N5O13 in total in a non-equilibrium geometry, with properties calculated with ωB97M-V with the def2-TZVPD basis set.

XYZ file:
```
151
C37H93F3N5O13 | the Open Molecules 2025 dataset | ωB97M-V with the def2-TZVPD basis set
C 4.50 1.71 -5.10
O 3.28 1.63 -4.31
O 4.93 2.98 -5.05
C 5.57 0.75 -4.58
F 5.15 -0.55 -4.63
F 6.65 0.74 -5.40
F 6.01 0.98 -3.34
C 2.30 0.72 -4.72
C 1.05 0.82 -3.80
H 0.64 1.75 -4.19
H 0.35 -0.02 -3.77
H 1.44 0.94 -2.79
H 2.55 -0.35 -4.63
H 1.95 0.88 -5.74
H 4.34 1.36 -6.13
C 0.15 -0.58 -0.65
C 0.35 0.59 0.32
C 0.72 1.89 -0.44
O -0.46 0.77 1.42
H -0.70 -0.43 -1.33
H -0.10 -1.50 -0.12
H 1.10 -0.65 -1.18
H 1.34 0.26 0.70
H -0.13 2.23 -1.04
H 1.57 1.87 -1.12
H 0.87 2.71 0.27
C -4.15 -3.12 -1.96
O -3.32 -2.96 -0.80
C -3.36 -1.70 -0.11
C -3.46 -2.04 1.35
N -4.71 -2.83 1.58
H -5.38 -2.06 1.57
H -4.89 -3.31 0.69
C -4.87 -3.66 2.81
C -3.85 -4.83 3.00
O -3.41 -5.27 1.74
C -2.35 -6.20 1.92
H -5.21 -3.21 -1.71
H -3.90 -3.97 -2.59
H -4.10 -2.13 -2.42
H -4.18 -1.10 -0.52
H -2.50 -1.13 -0.46
H -3.48 -1.18 2.02
H -2.54 -2.56 1.65
H -5.87 -4.11 2.84
H -4.87 -2.94 3.62
H -4.34 -5.63 3.56
H -3.02 -4.42 3.58
H -1.89 -6.50 0.98
H -2.73 -7.15 2.29
H -1.60 -5.80 2.60
C 5.36 1.90 3.19
O 3.96 2.16 3.04
C 3.23 1.17 2.39
C 2.58 0.21 3.39
N 1.26 0.79 3.90
H 1.42 1.71 4.28
H 0.59 0.82 3.11
C 0.52 0.04 5.01
C 1.16 -1.21 5.54
O 1.43 -2.20 4.61
C 0.32 -2.87 4.02
H 5.75 1.38 2.32
H 5.54 1.30 4.08
H 5.92 2.83 3.23
H 3.81 0.54 1.70
H 2.43 1.60 1.79
H 3.19 0.01 4.27
H 2.32 -0.77 3.00
H -0.42 -0.34 4.58
H 0.26 0.77 5.76
H 0.62 -1.53 6.44
H 2.13 -0.89 5.93
H -0.55 -3.07 4.65
H 0.81 -3.78 3.66
H 0.04 -2.44 3.05
C -0.02 4.88 -2.98
O 0.98 5.80 -2.55
C 1.94 5.99 -3.59
C 3.37 6.16 -3.09
N 4.09 4.84 -2.83
H 4.26 4.18 -3.60
H 5.04 5.16 -2.65
C 3.62 4.12 -1.60
C 4.68 3.10 -1.18
O 5.95 3.66 -1.10
C 7.03 2.73 -1.13
H -0.70 5.21 -3.77
H -0.70 4.80 -2.13
H 0.31 3.87 -3.21
H 1.64 6.97 -3.98
H 1.98 5.28 -4.41
H 3.29 6.62 -2.11
H 3.99 6.81 -3.69
H 2.76 3.59 -1.98
H 3.30 4.84 -0.85
H 4.59 2.49 -2.09
H 4.38 2.44 -0.36
H 7.68 2.80 -0.25
H 7.51 2.91 -2.09
H 6.67 1.70 -1.11
C -4.17 -7.79 -1.83
O -2.92 -7.36 -2.33
C -1.92 -8.38 -2.30
C -0.61 -7.74 -2.72
N -0.14 -6.59 -1.87
H 0.21 -6.88 -0.96
H 0.66 -6.16 -2.34
C -1.05 -5.36 -1.67
C -0.24 -4.25 -1.04
O 0.81 -3.70 -1.79
C 0.45 -3.05 -3.00
H -4.53 -8.68 -2.35
H -4.98 -7.06 -1.84
H -4.08 -8.04 -0.77
H -1.97 -9.22 -2.99
H -1.89 -8.86 -1.32
H -0.44 -7.61 -3.78
H 0.10 -8.50 -2.36
H -1.82 -5.54 -0.93
H -1.50 -5.13 -2.64
H 0.24 -4.66 -0.15
H -0.97 -3.48 -0.77
H 1.22 -2.43 -3.44
H -0.40 -2.41 -2.78
H 0.29 -3.80 -3.78
C -3.16 6.54 4.03
O -2.42 5.35 3.86
C -1.37 5.45 2.96
C -0.74 4.15 2.55
N -1.79 3.16 2.10
H -1.35 2.23 1.94
H -2.54 3.05 2.78
C -2.43 3.47 0.76
C -3.81 4.05 0.90
O -4.43 3.35 1.98
C -5.78 3.80 2.15
H -3.60 6.92 3.10
H -2.56 7.34 4.46
H -3.87 6.25 4.80
H -0.54 6.09 3.27
H -1.76 5.87 2.02
H -0.24 3.64 3.38
H 0.08 4.21 1.84
H -2.61 2.46 0.38
H -1.67 3.96 0.15
H -4.42 3.92 0.01
H -3.73 5.13 1.09
H -6.19 3.11 2.88
H -6.36 3.65 1.23
H -5.82 4.77 2.65
```

Computed properties:
E_HOMO ... -0.4270 hartree
Calculated total energy ... -3015.79670 hartree
ΔE to the lowest compared entry with this formula, charge and spin ... 5.331 eV
Charge ... +3
HOMO-LUMO gap ... 5.08 eV


(2)
Below is a structure of composition C38H102F3N6O18V in a non-equilibrium geometry, with properties calculated with ωB97M-V with the def2-TZVPD basis set.

XYZ file:
```
168
C38H102F3N6O18V | the Open Molecules 2025 dataset | ωB97M-V with the def2-TZVPD basis set
V -0.74 -1.44 4.31
C 0.90 -0.34 1.51
O -0.04 -0.12 0.46
O 0.27 -0.86 2.52
C 2.11 -1.11 0.97
F 2.87 -1.64 1.96
F 1.71 -2.11 0.16
F 2.94 -0.33 0.23
C 0.39 0.61 -0.68
C -0.81 1.05 -1.50
H -1.18 2.01 -1.13
H -0.44 1.40 -2.47
H -1.62 0.34 -1.63
H 1.08 0.03 -1.30
H 0.95 1.52 -0.45
H 1.29 0.66 1.78
C -0.46 5.85 -3.39
C -0.39 4.33 -3.48
O -0.54 3.95 -4.83
O -0.39 6.30 -2.06
H -1.40 6.15 -3.88
H 0.28 6.27 -4.07
H -1.12 3.89 -2.79
H 0.59 4.03 -3.12
H -1.37 3.46 -4.90
H -0.19 7.24 -2.08
C 5.77 0.82 1.95
C 5.55 2.19 1.36
O 6.72 3.00 1.22
O 6.25 0.95 3.29
H 6.47 0.24 1.33
H 4.83 0.28 2.00
H 4.87 2.74 2.02
H 5.04 2.25 0.39
H 7.35 2.54 0.64
H 6.92 1.65 3.34
C -3.32 -1.43 0.98
C -2.76 -2.59 1.80
O -2.52 -2.21 3.18
O -2.69 -0.19 1.15
H -4.37 -1.33 1.22
H -3.27 -1.77 -0.07
H -1.82 -3.04 1.45
H -3.47 -3.41 1.66
H -3.29 -2.51 3.68
H -1.74 -0.28 0.91
C 1.21 -3.87 3.49
C 2.05 -3.13 4.51
O 1.41 -1.92 4.97
O -0.19 -3.72 3.69
H 1.49 -4.93 3.52
H 1.53 -3.60 2.49
H 2.98 -2.88 4.00
H 2.25 -3.73 5.39
H 2.07 -1.30 5.30
H -0.67 -4.38 3.18
C 6.85 -2.34 3.85
C 5.39 -2.69 3.57
O 5.26 -3.78 2.69
O 6.93 -1.28 4.76
H 7.35 -2.15 2.89
H 7.38 -3.21 4.25
H 4.91 -1.80 3.16
H 4.90 -2.78 4.56
H 5.54 -4.59 3.13
H 6.83 -0.45 4.25
C -2.34 0.70 -5.51
C -2.92 2.01 -6.02
C -4.08 1.76 -7.00
O -4.33 2.97 -7.65
C -5.42 2.89 -8.57
N -3.31 2.82 -4.86
H -2.00 0.06 -6.33
H -3.10 0.12 -4.98
H -1.44 0.85 -4.92
H -2.17 2.52 -6.64
H -4.94 1.42 -6.40
H -3.67 1.02 -7.70
H -6.21 2.26 -8.17
H -5.06 2.56 -9.55
H -5.75 3.93 -8.61
H -3.89 2.28 -4.23
H -3.93 3.56 -5.19
C -0.18 -4.28 -1.92
C -1.60 -3.89 -1.47
C -2.54 -3.48 -2.60
O -2.30 -2.18 -3.08
C -1.47 -2.11 -4.23
N -2.10 -5.16 -0.84
H -0.25 -4.96 -2.78
H 0.32 -4.73 -1.07
H 0.36 -3.41 -2.29
H -1.47 -3.14 -0.69
H -3.55 -3.40 -2.17
H -2.61 -4.26 -3.36
H -0.48 -2.54 -4.08
H -1.47 -1.08 -4.56
H -1.95 -2.68 -5.04
H -3.12 -5.10 -0.74
H -2.04 -5.87 -1.57
C -1.89 2.89 4.33
C -1.22 1.54 4.47
C -0.88 1.29 5.94
O -0.23 0.01 6.02
C 0.03 -0.39 7.37
N -2.08 0.42 4.07
H -2.82 3.01 4.88
H -2.05 3.08 3.26
H -1.21 3.69 4.63
H -0.32 1.52 3.85
H -1.78 1.41 6.55
H -0.10 1.98 6.28
H 0.67 0.35 7.86
H 0.57 -1.33 7.36
H -0.89 -0.43 7.96
H -2.24 0.44 3.04
H -3.05 0.61 4.33
C 6.30 -4.78 -0.96
C 5.08 -3.88 -1.08
C 4.31 -4.07 -2.35
O 5.12 -3.79 -3.47
C 4.57 -4.24 -4.67
N 4.16 -4.26 0.02
H 6.96 -4.42 -0.16
H 6.90 -4.68 -1.87
H 6.04 -5.82 -0.77
H 5.38 -2.83 -0.98
H 3.44 -3.39 -2.42
H 3.89 -5.08 -2.43
H 4.34 -5.31 -4.56
H 5.27 -4.06 -5.48
H 3.63 -3.71 -4.88
H 4.50 -3.97 0.93
H 3.28 -3.78 -0.16
C -0.72 5.20 1.40
C 0.70 4.72 1.07
C 1.13 3.61 2.01
O 1.18 3.98 3.36
C 2.46 4.37 3.82
N 0.83 4.23 -0.33
H -0.83 5.35 2.47
H -1.42 4.43 1.05
H -0.96 6.10 0.84
H 1.41 5.55 1.13
H 2.04 3.13 1.61
H 0.34 2.85 1.97
H 3.17 3.54 3.74
H 2.45 4.70 4.85
H 2.87 5.17 3.18
H 0.11 3.50 -0.35
H 0.45 4.96 -0.93
C -4.29 1.83 -1.50
C -5.76 1.97 -1.16
C -6.26 0.67 -0.56
O -6.28 -0.38 -1.50
C -6.57 -1.61 -0.89
N -5.91 3.10 -0.22
H -3.71 1.72 -0.58
H -3.99 2.71 -2.07
H -4.04 0.95 -2.10
H -6.36 2.27 -2.01
H -7.31 0.81 -0.25
H -5.69 0.41 0.34
H -7.58 -1.62 -0.45
H -5.80 -1.98 -0.20
H -6.52 -2.35 -1.70
H -6.90 3.27 -0.14
H -5.54 2.89 0.70
```

Computed properties:
⟨S²⟩ ... 3.7533
E_HOMO (alpha / beta) ... -0.3832 / -0.3833 hartree
Spin multiplicity ... 4
Calculated total energy ... -4435.14309 hartree
ΔE to the lowest compared entry with this formula, charge and spin ... 0.000 eV
Charge ... +1
HOMO-LUMO gap (alpha / beta) ... 7.78 / 7.65 eV